Entry 1:
DFT (ωB97M-V/def2-TZVPD) results for a structure of composition C50H68N7NaO3P4.

Calculated values
Energy   -4082.927780 a.u.
E_LUMO   3.4 eV
Relative energy (zero: lowest compared OMol25 entry of this formula, charge and spin)   0.0 kJ/mol
Largest force on an atom   0.51 eV/Å
Net charge   -2
Highest occupied orbital energy   -0.220 eV

```
133
C50H68N7NaO3P4 (ωB97M-V/def2-TZVPD)
P 0.447 -3.566 0.994
P 0.305 -1.649 3.130
P 1.264 0.796 -2.825
P -0.044 2.505 -0.824
Na 0.666 -0.309 -0.004
O 0.964 -2.506 0.125
O 0.242 -0.540 2.179
O -0.002 -3.110 2.482
N 1.670 -4.644 1.383
N 1.771 -1.785 3.872
N 1.730 2.249 3.029
N 0.192 2.166 -2.461
N -0.839 -1.619 4.322
N -0.887 -4.335 0.442
N -1.815 -0.651 -1.469
C 0.344 6.531 0.118
C -0.983 -2.863 -3.961
C -0.496 2.923 -3.501
C 2.581 -4.953 0.285
C -2.633 -1.457 1.075
C -5.951 -0.601 -0.519
C 1.693 4.602 -1.342
C -1.275 -0.613 -2.847
C 0.390 -2.961 -3.570
C -3.625 -1.025 0.036
C -1.839 2.664 -0.433
C -1.371 -0.308 4.670
C 2.663 2.414 -6.366
C 0.848 0.447 -5.626
C 5.429 -0.253 0.619
C 3.638 1.640 1.529
C 1.491 1.185 -4.634
C -1.433 -4.015 -0.880
C 1.091 0.704 -6.970
C 2.696 2.713 2.036
C -4.134 3.410 -0.628
C 4.133 -0.176 0.110
C 0.959 -1.814 -3.036
C -5.509 -0.076 -1.729
C 2.222 5.877 -1.224
C 1.938 -2.802 4.890
C -2.217 1.920 0.685
C -1.704 -2.730 4.656
C 0.242 -0.640 -2.823
C 1.359 -5.794 2.206
C 5.838 0.633 1.610
C 1.547 6.850 -0.494
C -2.821 3.426 -1.071
C -4.497 2.645 0.473
C -3.530 1.908 1.135
C 3.159 0.747 0.543
C -4.177 -0.020 -2.111
C -4.966 -1.054 0.354
C -3.130 -0.562 -1.252
C 1.994 1.690 -7.346
C -1.816 -5.028 1.309
C 2.961 -1.581 3.037
C -1.751 -1.779 -3.692
C -0.187 5.252 -0.006
C 0.475 4.271 -0.743
C 2.418 2.153 -5.025
C -3.894 0.773 -3.367
C 4.933 1.595 2.049
C 0.671 3.208 3.216
C 2.359 1.902 4.277
H 0.156 -0.335 -5.324
H 2.185 1.886 -8.395
H 6.126 -0.998 0.240
H -2.357 -0.152 4.217
H -1.571 0.313 -3.346
H -2.780 -1.764 -4.046
H 0.172 3.397 2.265
H -1.431 -3.686 -4.519
H 3.519 -5.329 0.703
H 3.789 -1.257 3.670
H -2.364 -0.636 1.749
H -2.334 -3.403 -0.791
H -1.473 1.308 1.185
H -1.392 -5.204 2.296
H -1.962 -2.679 5.719
H 2.170 -5.714 -0.393
H 2.771 -0.801 2.300
H -5.250 -1.443 1.332
H -1.713 -1.767 0.583
H -2.575 4.040 -1.927
H -3.804 1.283 1.977
H 0.574 0.125 -7.727
H -6.241 0.350 -2.412
H -3.236 1.620 -3.155
H 2.037 -1.789 -2.858
H 6.842 0.589 2.020
H -5.531 2.599 0.792
H -7.004 -0.631 -0.264
H -0.706 0.472 4.302
H -0.188 7.280 0.694
H 3.868 -0.887 -0.676
H -1.231 2.314 -4.035
H -3.431 0.199 -4.172
H 0.791 -6.563 1.663
H 1.623 1.477 4.966
H 2.826 -2.566 5.481
H 1.963 7.846 -0.396
H 2.955 2.707 -4.261
H 3.170 6.110 -1.693
H -4.885 3.982 -1.163
H 0.976 -3.849 -3.771
H -1.129 5.014 0.475
H -1.463 -0.218 5.757
H 5.240 2.315 2.808
H -1.668 -4.949 -1.402
H 0.785 -5.489 3.082
H 1.038 4.178 3.611
H 3.381 3.177 -6.647
H -4.834 1.184 -3.749
H -2.736 -4.444 1.431
H -1.204 -3.678 4.471
H -2.084 -5.995 0.870
H 2.229 3.836 -1.891
H -2.633 -2.712 4.072
H 1.075 -2.818 5.556
H 2.077 -3.805 4.460
H 0.202 3.328 -4.237
H 2.781 -4.049 -0.284
H -0.704 -3.462 -1.465
H 2.826 2.780 4.772
H 2.126 3.085 1.184
H -1.008 3.774 -3.055
H -0.071 2.821 3.921
H 3.137 1.159 4.105
H 3.272 3.568 2.455
H 3.245 -2.503 2.517
H -3.021 -2.276 1.694
H 2.291 -6.244 2.556
```


Entry 2:
DFT (ωB97M-V/def2-TZVPD) results for a structure of composition C50H70N2P2ReSbSi2.

Calculated values
Energy   -3636.537488 a.u.
E_LUMO (spin up / spin down)   -7.1 / -7.0 eV
Largest force on an atom   4.25 eV/Å
Net charge   +2
Highest occupied orbital energy (spin up / spin down)   -12.984 / -12.994 eV

```
128
C50H70N2P2ReSbSi2 (ωB97M-V/def2-TZVPD)
Re -0.442 0.703 0.053
Sb -1.570 -2.498 0.046
P 1.758 0.651 -1.490
P 1.834 0.627 1.546
Si -0.704 1.116 -3.440
Si -0.573 1.320 3.496
N 0.207 0.939 1.901
N 0.094 0.715 -1.855
C 2.766 2.157 1.691
C -0.878 -4.019 1.501
C -1.777 -5.256 1.459
C -1.760 2.715 3.209
C 1.945 4.729 -1.332
C 3.794 -0.347 -4.872
C 1.482 3.423 -1.301
C 3.602 -2.266 4.616
C 3.347 -0.003 3.835
C 4.326 4.431 2.012
C -2.017 1.502 -0.002
C 0.537 -4.443 1.108
C 3.865 -0.909 4.749
C -5.300 4.141 -0.273
C -4.406 -3.429 0.869
C 4.151 3.930 -1.858
C -5.502 2.788 -0.511
C -3.751 -2.165 0.313
C 0.687 1.771 4.787
C 4.116 -2.119 -3.268
C 0.463 -2.983 -2.110
C -1.404 -4.688 -2.070
C -3.932 -1.036 1.319
C 2.757 -0.212 -2.702
C -3.167 2.366 -0.088
C -2.544 0.906 -3.205
C -0.052 -0.058 -4.743
C 1.676 -0.110 0.023
C 2.560 -0.461 2.776
C 3.007 0.338 -3.962
C -1.460 -0.231 4.004
C 2.824 -2.727 3.560
C 2.955 4.500 2.210
C -4.366 -1.828 -1.039
C 4.143 2.097 1.471
C 3.325 -1.436 -2.354
C -2.972 3.733 0.145
C -4.443 1.902 -0.424
C -4.035 4.613 0.052
C 4.343 -1.577 -4.526
C 2.313 -1.823 2.644
C -1.033 -3.211 -1.963
C -0.346 2.883 -3.894
C 3.688 2.623 -1.831
C -0.902 -3.376 2.879
C 2.345 2.362 -1.563
C 2.174 3.363 2.047
C 4.920 3.232 1.635
C 3.280 4.983 -1.618
C -1.767 -2.403 -3.021
H -0.224 -2.527 2.947
H -4.602 0.851 -0.623
H 4.964 -2.106 -5.237
H 3.557 1.051 3.948
H -5.485 -3.246 0.917
H -2.972 0.289 -3.999
H -3.880 5.669 0.235
H 0.619 0.451 -5.438
H -4.256 -4.306 0.237
H -1.237 -6.057 1.974
H 3.162 -1.829 -1.358
H 0.488 -0.912 -4.331
H -0.581 -4.119 3.618
H -4.075 -3.650 1.882
H 1.102 3.424 2.193
H -1.178 -5.018 -3.090
H 5.195 4.126 -2.071
H 4.609 1.159 1.189
H 0.697 -1.921 -2.066
H -5.410 -1.540 -0.871
H -4.377 -2.690 -1.706
H -2.571 2.429 2.537
H -3.872 -1.000 -1.544
H -1.328 -2.648 -3.994
H -2.278 -0.005 4.694
H -2.772 0.442 -2.249
H 0.922 -5.094 1.899
H 0.720 3.112 -3.936
H 1.405 2.527 4.466
H -3.051 1.875 -3.221
H -0.768 3.077 -4.886
H 1.735 -2.146 1.793
H -1.644 -1.333 -2.867
H 2.493 5.436 2.498
H 4.482 -0.555 5.565
H -3.366 -0.145 1.070
H 1.237 0.901 5.147
H -1.880 -0.724 3.128
H -3.652 -1.353 2.326
H 1.231 -3.616 0.991
H 4.936 5.316 2.147
H -0.816 3.579 -3.194
H 0.139 2.188 5.639
H -1.904 -3.045 3.163
H -2.716 -5.115 1.983
H -1.272 3.602 2.795
H 4.376 1.809 -2.025
H -2.469 -4.866 -1.904
H -4.994 -0.765 1.351
H 0.434 3.240 -1.086
H 3.991 0.081 -5.847
H 1.263 5.549 -1.145
H 0.544 -5.026 0.186
H 2.595 1.305 -4.229
H -0.894 -0.443 -5.327
H -0.782 -0.928 4.503
H 2.636 -3.789 3.447
H 5.990 3.182 1.473
H -6.130 4.831 -0.346
H -1.987 -5.614 0.451
H -2.211 3.002 4.165
H -6.487 2.426 -0.772
H 3.641 6.003 -1.653
H 1.059 -3.495 -1.353
H -2.828 -2.635 -3.075
H -0.829 -5.321 -1.395
H 4.563 -3.066 -2.996
H -1.981 4.093 0.400
H 0.780 -3.358 -3.090
H 4.012 -2.968 5.331
```


Entry 3:
DFT (ωB97M-V/def2-TZVPD) results for a structure of composition C50H75BrF5O7P2S2SbSiTi.

Calculated values
Energy   -8408.879018 a.u.
E_LUMO   0.3 eV
Relative energy (zero: lowest compared OMol25 entry of this formula, charge and spin)   0.0 kJ/mol
Largest force on an atom   1.51 eV/Å
Highest occupied orbital energy   -6.872 eV

```
145
C50H75BrF5O7P2S2SbSiTi (ωB97M-V/def2-TZVPD)
Sb 2.906 -0.243 2.473
Br -0.157 1.658 -2.281
Ti 0.167 0.089 -0.148
S 0.976 1.581 1.013
S -2.574 0.148 0.251
P -0.721 -2.623 1.464
P -1.567 -2.733 -1.380
Si -0.998 3.570 -3.282
F -1.906 3.037 1.195
F -6.219 0.883 3.681
F -5.400 3.416 4.283
F -3.225 4.452 3.007
F -4.908 -0.569 1.869
O -1.116 -2.836 2.968
O 1.769 -0.584 -0.667
O -0.796 -4.016 -1.845
O 0.275 -3.773 1.044
O -0.155 -1.253 1.373
O -0.733 -1.520 -1.508
O -2.882 -2.733 -2.234
C 2.887 -3.327 5.461
C 0.002 6.199 -3.280
C 4.066 -4.063 5.455
C 2.499 2.354 4.096
C -0.025 4.954 -2.372
C -4.983 -1.609 -2.491
C -3.459 4.904 -3.422
C -0.618 -6.356 -1.468
C 2.617 -3.581 0.524
C -3.248 -3.801 3.565
C 6.877 1.809 0.313
C 3.735 -1.878 3.677
C -1.127 -4.303 4.838
C 1.623 -3.834 1.632
C -3.144 -1.435 -4.231
C 4.653 0.584 1.517
C -3.338 1.162 1.446
C -0.423 3.190 -5.086
C -3.633 3.209 2.731
C 3.757 1.641 6.446
C -1.754 -4.034 3.486
C -2.953 2.452 1.787
C 5.065 -3.716 4.562
C 4.899 -2.640 3.694
C 5.865 -0.089 1.390
C -3.502 -1.509 -2.763
C 3.683 0.740 5.393
C -4.737 2.692 3.376
C 3.207 2.909 6.327
C 1.101 3.333 -5.200
C 1.781 -5.184 2.292
C -3.257 3.265 -1.545
C 2.755 -0.256 -1.606
C -2.879 3.537 -3.004
C -3.542 2.441 -3.844
C -1.441 -5.282 -2.147
C 2.584 3.264 5.142
C -1.515 -5.435 -3.650
C -0.774 1.786 -5.602
C 2.732 -2.271 4.580
C -5.152 1.405 3.065
C 1.418 4.565 -2.018
C -0.699 5.336 -1.048
C 3.039 1.072 4.204
C 6.967 0.514 0.796
C -2.057 -3.041 0.339
C 4.577 1.886 1.018
C 5.674 2.492 0.423
C -4.461 0.674 2.122
C -1.090 4.214 -6.025
H 2.038 4.364 -2.891
H 3.270 3.613 7.147
H -2.066 -1.329 -4.359
H -3.075 5.720 -2.810
H 2.094 -3.574 6.157
H 0.533 7.001 -2.758
H -3.754 -4.724 3.847
H 1.460 3.697 -1.362
H 0.520 6.026 -4.223
H -2.453 -5.266 -1.731
H -0.270 1.648 -6.563
H 4.151 -0.228 5.514
H 7.736 2.284 -0.143
H 5.987 -4.282 4.539
H -2.248 -4.111 0.459
H 1.046 -5.333 3.083
H -2.021 -6.366 -3.905
H -3.655 -3.461 2.613
H -0.040 -4.313 4.769
H -4.544 4.876 -3.287
H 1.866 5.406 -1.480
H -0.121 6.148 -0.597
H 2.407 -2.628 0.038
H -0.736 4.046 -7.047
H 1.992 2.658 3.189
H -0.853 5.246 -5.763
H 1.394 3.108 -6.230
H -4.618 2.453 -3.638
H -0.704 4.505 -0.341
H -0.439 0.994 -4.937
H 5.588 3.503 0.045
H -1.418 -3.524 5.545
H -1.531 -4.866 2.808
H 3.632 -0.893 -1.458
H 0.387 -6.380 -1.890
H 1.453 4.338 -4.976
H -2.176 4.113 -6.035
H -3.415 2.587 -4.916
H 1.671 -5.983 1.557
H -3.087 -0.661 -2.218
H 1.794 -1.718 4.606
H 2.570 -4.380 -0.219
H -3.158 1.456 -3.575
H -2.901 4.030 -0.861
H -5.396 -2.518 -2.931
H 2.159 4.254 5.025
H 4.253 1.347 7.364
H 2.774 -5.246 2.740
H -3.475 -2.337 -4.749
H -1.840 1.652 -5.773
H 7.898 -0.033 0.714
H 3.648 2.438 1.093
H -4.350 3.239 -1.478
H -2.884 2.302 -1.197
H 1.624 2.634 -4.547
H -2.938 -2.437 0.555
H 3.061 0.791 -1.487
H -1.083 -7.332 -1.612
H 5.727 -2.413 3.039
H 2.373 -0.402 -2.622
H -1.001 6.568 -3.510
H -5.490 -0.749 -2.930
H 5.965 -1.100 1.748
H -0.511 -5.451 -4.074
H -5.177 -1.610 -1.419
H 4.200 -4.894 6.136
H 1.693 -3.044 2.382
H -1.720 5.697 -1.172
H -3.471 -3.039 4.312
H -3.264 5.148 -4.467
H -2.067 -4.607 -4.092
H -1.464 -5.267 5.221
H -0.531 -6.159 -0.399
H 3.622 -3.547 0.950
H -3.632 -0.577 -4.694
```